one:
Density functional theory data (ωB97M-V/def2-TZVPD) for an isolated molecule of C6H9N.

## Properties
HOMO = -6.68 eV
LUMO energy = 0.982 eV

Element x y z (Å)
C (-1.201, -3.022, -0.398)
C (-0.351, 1.855, 0.201)
H (-0.418, -3.605, 0.096)
H (-0.612, 1.315, -1.836)
C (1.483, 1.017, 1.550)
H (-1.404, -3.486, -1.369)
N (0.457, 1.806, 1.260)
H (0.286, 2.531, 1.951)
H (-2.110, -3.096, 0.207)
C (-0.472, -0.475, -0.742)
H (-1.168, 2.559, 0.223)
C (-0.796, -1.625, -0.574)
H (0.987, 0.973, -1.189)
H (2.036, 1.205, 2.458)
H (1.672, 0.158, 0.925)
C (-0.091, 0.939, -0.948)

***

two:
Density functional theory data (ωB97M-V/def2-TZVPD) for a cluster of 2 separate species, C6H9N in total.

## Properties
HOMO = -8.98 eV
LUMO energy = 0.429 eV

Element x y z (Å)
H (1.212, 2.155, 0.715)
C (-0.157, 0.255, 0.100)
H (2.318, 2.772, -1.260)
C (1.606, 1.390, 0.138)
H (2.146, 0.580, 0.720)
H (-0.449, 0.948, -0.698)
H (-0.206, -2.616, 2.293)
C (-1.416, -1.928, 1.020)
C (-1.064, -0.734, 0.369)
H (-2.324, -1.908, -0.938)
H (0.950, 1.700, -1.789)
H (-3.355, -1.149, 0.429)
C (-2.352, -1.460, 0.035)
C (1.859, 1.786, -1.254)
H (2.418, 1.057, -1.766)
N (-1.185, -2.846, 1.887)

***

three:
Density functional theory data (ωB97M-V/def2-TZVPD) for an isolated molecule of C6H9N.

## Properties
HOMO = -9.44 eV
LUMO energy = 0.895 eV

Element x y z (Å)
C (-0.137, -0.936, -0.689)
H (2.312, 1.000, -0.978)
H (-3.138, -0.289, 0.554)
H (0.085, -0.105, -1.386)
C (-1.224, 0.892, 0.571)
H (-0.616, -1.698, -1.300)
H (-1.292, 1.223, 1.605)
C (1.104, -1.960, -0.075)
H (3.378, 0.253, 0.213)
H (-2.465, 0.152, -1.097)
N (-1.014, -0.528, 0.376)
H (1.916, 1.077, 0.759)
C (1.638, -0.825, -0.126)
C (2.333, 0.455, -0.034)
H (-0.717, 1.584, -0.104)
C (-2.282, 0.038, -0.029)

***

Stability ranking, top and bottom: one is the most stable and two is the least stable.

***

one:
Density functional theory data (ωB97M-V/def2-TZVPD) for an isolated molecule of C2H6N2O.

## Properties
HOMO = -9.41 eV
structure (SMILES) = CN(N)C=O
LUMO energy = 0.705 eV

Element x y z (Å)
O (-2.140, 0.866, 0.977)
H (1.656, 0.262, -0.859)
H (-0.258, 1.196, 1.737)
H (-0.454, -0.358, -2.000)
H (1.677, 0.359, 0.927)
C (1.209, -0.111, 0.037)
H (1.363, -1.195, 0.145)
C (-0.919, 0.812, 0.940)
N (-0.923, -0.488, -1.053)
N (-0.226, 0.188, -0.059)
H (-0.984, -1.531, -0.792)

***

two:
Density functional theory data (ωB97M-V/def2-TZVPD) for an isolated molecule of C2H6N2O.

## Properties
HOMO = -9.22 eV
structure (SMILES) = [H]/N=C/NOC
LUMO energy = 1.008 eV

Element x y z (Å)
N (-1.385, 0.876, -0.256)
O (0.850, -0.448, -0.717)
H (2.629, 0.165, 0.142)
H (-0.140, -2.037, -0.075)
N (-0.099, -1.007, 0.088)
H (-2.260, -1.024, 0.248)
H (1.122, 0.484, 1.080)
H (-2.352, 1.308, -0.311)
C (-1.380, -0.388, -0.043)
C (1.580, 0.537, 0.104)
H (1.435, 1.534, -0.260)

***

three:
Density functional theory data (ωB97M-V/def2-TZVPD) for a cluster of 2 separate species, C2H6N2O in total.

## Properties
HOMO = -7.65 eV
LUMO energy = 0.331 eV

Element x y z (Å)
H (-0.440, -0.825, 1.656)
H (1.342, -2.141, -1.871)
C (0.070, -0.526, 0.743)
N (0.680, -1.919, -1.122)
H (-1.308, 1.691, 1.577)
H (-0.782, 2.626, 0.246)
O (0.996, -1.400, 0.316)
H (-0.223, -1.031, -1.971)
C (-0.068, 0.734, 0.274)
N (-0.603, 1.839, 0.862)
H (0.337, 0.953, -0.711)

***

Stability ranking, top and bottom: one is the most stable and three is the least stable.

***

one:
Density functional theory data (ωB97M-V/def2-TZVPD) for a structure of composition C2H6N2O.

## Properties
HOMO = -7.89 eV
LUMO energy = 0.506 eV

Element x y z (Å)
N (-1.207, -1.311, -1.001)
C (-0.210, 0.448, -0.257)
H (0.158, -1.438, -1.030)
H (1.559, -0.504, -1.474)
H (0.954, 0.896, 1.492)
O (1.149, -0.782, -0.640)
H (-0.289, -0.353, 1.716)
H (0.181, 1.240, -0.891)
H (-0.785, 1.330, 1.559)
C (-0.052, 0.588, 1.214)
N (-1.458, -0.114, -0.688)

***

two:
Density functional theory data (ωB97M-V/def2-TZVPD) for a cluster of 2 separate species, C2H6N2O in total.

## Properties
HOMO = -9.82 eV
structure (SMILES) = NC=O.C=N
LUMO energy = 1.080 eV

Element x y z (Å)
O (4.992, -0.599, -0.319)
C (3.985, -0.582, 0.414)
H (-5.541, 1.461, -0.261)
H (-3.993, 1.353, 0.970)
H (3.359, -2.448, -0.159)
N (3.100, -1.655, 0.478)
H (3.586, 0.304, 0.929)
N (-3.682, 1.324, -1.109)
H (2.601, -1.979, 1.179)
H (-3.919, 1.415, -1.990)
C (-4.489, 1.407, -0.133)

***

Stability ranking, top and bottom: two is the most stable and one is the least stable.

***

one:
Density functional theory data (ωB97M-V/def2-TZVPD) for a cluster of 2 separate species, C2H6N2O in total.

## Properties
HOMO = -10.11 eV
structure (SMILES) = NC=O.C=N
LUMO energy = 0.862 eV

Element x y z (Å)
H (2.857, -2.211, 0.662)
N (-3.889, 0.597, -0.990)
C (3.803, -0.431, 0.197)
H (-4.068, 0.285, 0.980)
H (-3.916, 1.295, -1.730)
H (-3.993, 2.069, 0.515)
N (2.757, -1.298, 0.243)
H (3.546, 0.507, -0.321)
H (2.021, -1.212, -0.446)
C (-3.997, 1.021, 0.185)
O (4.880, -0.623, 0.706)

***

two:
Density functional theory data (ωB97M-V/def2-TZVPD) for a structure of composition C2H6N2O.

## Properties
HOMO = -8.62 eV
LUMO energy = 0.817 eV

Element x y z (Å)
H (0.918, 1.336, -0.177)
H (0.887, -0.466, -1.839)
N (0.396, 0.433, -1.846)
H (-0.925, -1.055, -0.039)
C (-0.646, -0.154, 0.518)
H (-0.609, -0.985, 2.246)
H (-0.458, 0.338, -2.385)
O (1.504, -0.324, 1.708)
C (0.361, -0.442, 1.486)
H (-1.503, 0.410, 0.885)
N (0.074, 0.909, -0.557)

***

Stability ranking, top and bottom: one is the most stable and two is the least stable.

***

one:
Density functional theory data (ωB97M-V/def2-TZVPD) for a cluster of 2 separate species, C8H8O3 in total.

## Properties
HOMO = -9.02 eV
structure (SMILES) = O=C[C@H]1CO1.C#CC(=O)C=C
LUMO energy = -0.663 eV

Element x y z (Å)
O (-0.607, -0.246, 0.264)
C (2.450, -0.234, 0.459)
C (-2.337, 1.371, 0.048)
H (-4.255, -2.731, -0.605)
H (-3.396, 1.488, -0.152)
C (-1.541, 2.412, 0.275)
C (-2.746, -1.080, -0.197)
O (2.782, 0.728, -0.531)
H (4.639, -0.168, 0.035)
H (-1.918, 3.442, 0.272)
O (0.616, -1.648, 0.977)
H (2.571, 0.038, 1.504)
C (3.658, -0.379, -0.408)
C (-3.553, -1.951, -0.417)
H (3.633, -1.096, -1.242)
C (-1.803, -0.006, 0.060)
H (-0.457, 2.239, 0.458)
H (1.015, -1.105, -0.947)
C (1.249, -1.074, 0.145)

***

two:
Density functional theory data (ωB97M-V/def2-TZVPD) for an isolated molecule of C8H8O3.

## Properties
HOMO = -8.31 eV
structure (SMILES) = CC(=O)c1cc(O)ccc1O
LUMO energy = 0.506 eV

Element x y z (Å)
O (1.311, 1.621, 0.893)
H (0.122, -2.459, 2.411)
C (0.138, 2.425, -1.511)
C (0.618, -0.520, 1.818)
C (-0.373, -2.095, 0.362)
H (-0.350, 2.996, -2.314)
C (-0.266, 1.029, -1.606)
H (-1.284, -1.335, -1.467)
H (-1.628, -3.438, -0.364)
C (-0.598, -1.125, -0.614)
C (0.570, 0.505, 0.778)
H (1.234, 2.525, -1.435)
H (1.412, 1.740, 1.889)
C (-0.059, 0.142, -0.424)
O (-0.805, 0.571, -2.597)
C (0.089, -1.713, 1.610)
H (-0.389, 2.826, -0.571)
O (-0.875, -3.381, 0.319)
H (1.135, -0.313, 2.823)

***

three:
Density functional theory data (ωB97M-V/def2-TZVPD) for an isolated molecule of C8H8O3.

## Properties
HOMO = -8.74 eV
structure (SMILES) = COC(=O)c1ccccc1O
LUMO energy = 0.450 eV

Element x y z (Å)
C (0.222, -0.599, -0.457)
C (1.731, -0.729, -0.721)
H (-3.501, 0.050, 0.047)
C (-1.868, -1.421, 0.218)
H (-0.128, 2.573, -1.181)
H (-2.440, -2.200, 0.302)
H (-2.140, 1.922, -0.547)
C (2.153, 0.650, 1.166)
O (0.454, 1.729, -1.150)
H (-0.119, -2.659, 0.160)
C (-0.523, -1.587, -0.070)
O (2.119, -1.531, -1.493)
C (-2.471, -0.187, -0.003)
H (2.981, 0.812, 1.891)
C (-0.358, 0.745, -0.693)
O (2.536, -0.147, 0.113)
H (1.217, 0.125, 1.919)
C (-1.762, 0.858, -0.443)
H (1.899, 1.597, 0.942)

***

Stability ranking, top and bottom: two is the most stable and one is the least stable.